1.
Molecular formula: C14H30Cl6FN5O13
Method: DFT, the ωB97M-V functional and the def2-TZVPD basis

Cartesian coordinates (Å):
Cl -1.48696 1.51971 -1.43304
Cl 2.07096 -0.62768 5.93679
Cl 1.63789 0.51953 2.53940
Cl -6.12257 1.73582 -1.81478
Cl 0.83789 -0.60516 -0.61497
Cl -4.31105 4.50135 -1.80191
F 1.39479 -1.70184 -4.18400
O 2.99936 -1.27222 -5.67774
O -1.08672 -3.05177 1.94693
O 3.07562 -4.89292 1.57274
O -2.01878 1.60240 4.45416
O 3.92832 0.57048 -6.58174
O 4.89462 -4.14291 0.69296
O 3.95961 0.25046 -4.36172
O -2.39490 -0.03589 3.10904
O 2.93631 3.39812 0.35598
O -2.95360 1.36345 -4.95136
O 3.33607 1.38920 -0.34077
O -2.14510 1.00771 -6.91742
O -3.00935 -3.94669 2.30508
N 2.83295 2.49295 -0.45320
N -2.62473 0.60414 4.10912
N 3.76137 -4.00167 1.11269
N -1.80340 -3.98786 2.22783
N -2.03466 1.17219 -5.71931
C 3.17243 -2.64447 1.07087
C 1.59858 1.36012 4.10748
C -5.22898 3.89841 -0.38255
C -1.07837 -5.26070 2.55481
C -3.70309 0.09906 5.00706
C -1.14873 1.01488 0.25816
C 2.63996 0.83668 5.06770
C -5.27633 2.39672 -0.39568
C 2.04689 2.75438 -1.68841
C 3.66120 -0.08035 -5.63156
C -0.65957 1.17220 -5.15196
C 3.48678 -0.78479 -3.46962
C -0.70465 -0.42134 0.30951
C 2.75880 -1.75624 -4.39171
H 2.82286 -0.30363 -2.75795
H -1.77935 -6.01790 2.88566
H -0.04574 1.71831 -5.86734
H -4.63333 4.21603 0.47091
H -0.45665 -4.96272 3.39840
H 3.56330 0.54864 4.56989
H -3.69455 0.69544 5.90780
H 2.90122 1.56877 5.82777
H -1.43314 -1.06304 -0.17436
H -4.62687 0.26439 4.45060
H -6.19944 4.38000 -0.39316
H 4.36396 -1.23419 -3.01019
H -5.78115 1.99318 0.48072
H -3.55569 -0.96479 5.13880
H -0.50118 -0.76258 1.31546
H 0.60231 1.18572 4.50040
H 3.04859 -2.79402 -4.25353
H -4.26546 1.99344 -0.42365
H -0.46628 -5.57232 1.71945
H -0.46775 1.72138 0.71880
H 2.74555 3.18007 -2.40450
H -0.24781 0.17362 -5.06413
H -0.71937 1.77399 -4.25129
H 2.09930 -2.75803 0.95779
H -2.12103 1.07242 0.74607
H 3.39195 -2.13573 2.00633
H 1.25996 3.46403 -1.45577
H 3.56580 -2.06471 0.24394
H 1.61198 1.81687 -2.01320
H 1.77915 2.42187 3.95538

Computed properties:
SMILES string   O=C1OC[C@@H](F)O1.C[N+](=O)[O-].C[N+](=O)[O-].C[N+](=O)[O-].C[N+](=O)[O-].C[N+](=O)[O-].ClCCCl.ClCCCl.ClCCCl
E_tot   -4663.91366 Ha
Max |F|   1.23 eV Å⁻¹
Energy relative to the best compared isomer or geometry (same formula, charge and spin)   4.1 kcal/mol
Molar mass   708.1 u

2.
Molecular formula: C14H30ClLiO8
Method: DFT, the ωB97M-V functional and the def2-TZVPD basis

Cartesian coordinates (Å):
Cl -0.07319 9.38057 9.51669
O 0.78499 9.55198 10.65742
O -1.17444 10.31188 9.60503
O 0.20919 12.49914 5.82027
O 0.76125 9.69704 5.11621
O 0.84297 12.57259 2.89475
O 3.36362 11.21284 6.72050
O 0.68303 9.68933 8.33638
O -0.53721 8.04127 9.42756
C 0.96805 7.54643 4.09093
C 0.53252 12.42232 1.50493
C 1.47058 8.45997 5.21225
C 5.33130 12.19845 7.38461
C 1.48189 11.36236 0.94848
C -0.24138 8.29865 3.51218
C -1.58050 13.26046 7.26296
C 4.38685 12.06329 6.20712
C -0.49381 9.38715 4.54204
C 2.21581 12.22619 3.07641
C 5.35757 10.74762 7.87844
C 3.90883 10.30485 7.69830
C -1.20227 12.29829 6.13084
C 2.62805 11.29840 1.92637
Li 1.25490 11.08804 6.66415
H 1.32221 7.96202 6.17548
H 1.67483 7.41922 3.27047
H -2.66282 13.32297 7.41409
H 2.43156 11.83291 4.06807
H 0.19532 13.27574 5.25000
H 6.35283 12.55545 7.26221
H -1.11056 7.64501 3.44634
H -1.04169 10.27186 4.20476
H 6.00267 10.18516 7.19511
H 0.91160 10.43343 0.88218
H 4.89692 11.56436 5.37739
H -1.26646 12.81923 8.21417
H 3.37767 10.44284 8.64350
H -1.87525 12.50525 5.29793
H -0.50366 12.11177 1.39160
H 1.79958 11.59323 -0.06899
H 5.72452 10.56103 8.88552
H 2.80892 13.14724 2.98584
H 2.53792 8.68974 5.17206
H -1.22244 9.05501 5.30273
H -1.15831 14.25524 7.14686
H 4.87418 12.84354 8.14059
H 2.74274 10.26081 2.25194
H -0.04624 8.75242 2.54144
H -1.30666 11.27834 6.49426
H 0.72940 6.57186 4.50807
H 3.81629 9.23948 7.48370
H 3.59604 11.58391 1.51657
H 4.01816 13.04144 5.90745
H 0.72929 13.39525 1.03920

Computed properties:
E_tot   -1620.83177 Ha
Max |F|   2.65 eV Å⁻¹
Energy relative to the best compared isomer or geometry (same formula, charge and spin)   18.3 kcal/mol
Molar mass   368.8 u

3.
Molecular formula: C14H30ClO17
Method: DFT, the ωB97M-V functional and the def2-TZVPD basis

Cartesian coordinates (Å):
Cl 0.56214 -1.56917 0.30529
O -1.53398 2.21685 -4.88483
O -0.72264 -2.07301 0.68901
O 0.56278 -0.13487 0.51817
O -1.39116 0.21409 4.49667
O -3.31587 0.78199 5.48846
O 0.49048 2.82394 -0.01222
O 3.97208 -1.77615 -1.35731
O 2.17434 0.69170 1.76249
O -1.76910 2.05349 -2.63504
O 4.89803 1.72368 -1.48664
O 1.54499 -2.19214 1.15041
O 3.29369 0.61101 -2.64905
O -3.30872 -2.89216 2.41825
O -3.10506 -1.15697 4.33277
O 0.96344 -1.86733 -1.03284
O 3.12676 2.79481 -2.24852
O -1.38515 0.25143 -3.84145
C -1.56161 1.57654 -3.88124
C 3.46915 0.74255 1.14814
C 0.37262 -1.36166 3.91513
C -0.92701 -0.72916 3.52542
C -2.98115 1.16940 -0.75257
C 1.89753 2.41071 -2.87394
C -2.08085 -1.78449 3.60930
C 1.91578 0.88812 -2.99618
C -1.86745 -0.22473 -2.60412
C 1.73246 3.21761 -4.14863
C -1.76500 0.98943 -1.65015
C -3.42580 -4.22142 1.91158
C 3.81414 1.65430 -1.99465
C -2.65028 -0.00495 4.88167
H -2.95258 -4.24679 0.92657
H 2.68051 3.21062 -4.69635
H 0.53460 1.85734 -0.04959
H -2.89345 -0.58805 -2.70586
H -0.83992 0.86981 -1.09773
H -3.27877 0.21714 -0.31578
H -1.69675 -2.70284 4.07564
H 1.50481 4.26669 -3.96922
H 0.17057 3.01722 0.87462
H 3.07069 -1.97903 -1.07248
H 1.18002 -0.63812 3.77817
H 3.88848 -0.86289 -1.67866
H 3.72138 1.68643 0.66905
H 4.26338 0.40786 1.81202
H -2.50326 -2.19988 2.68994
H -2.91619 -4.87437 2.61748
H 0.97116 2.80126 -4.80867
H 1.07596 2.69679 -2.20756
H -4.47339 -4.46609 1.72968
H 0.39736 -1.69704 4.95319
H 1.24249 0.33789 -2.33759
H 3.38785 0.06010 0.29725
H 1.71974 -0.04150 1.33445
H -2.77557 -2.34034 1.84148
H 1.65547 0.53284 -3.99396
H -2.75390 1.91245 0.00917
H -1.25358 -1.02884 -2.19829
H -0.95132 -0.34354 2.50567
H 0.60764 -2.23307 3.30221
H -3.78300 1.54449 -1.38821

Computed properties:
E_tot   -2290.37339 Ha
Net charge   -1
Max |F|   11.75 eV Å⁻¹
Energy relative to the best compared isomer or geometry (same formula, charge and spin)   163.1 kcal/mol
Molar mass   505.8 u

4.
Molecular formula: C14H30F3LiO9P2S
Method: DFT, the ωB97M-V functional and the def2-TZVPD basis

Cartesian coordinates (Å):
S 4.14981 0.20676 -1.79242
P 0.27348 -1.56919 0.03713
P 0.25984 1.44333 0.34997
F 4.31438 2.73816 -1.08304
F 6.11921 1.94824 -1.97718
F 4.39766 2.38446 -3.22009
O 4.47386 -0.12522 -0.40391
O 2.69962 0.37915 -1.92852
O -0.72741 -1.82592 1.22631
O -0.09354 -2.69866 -0.97988
O 1.67116 -1.50945 0.51209
O -0.70115 1.35087 1.60017
O -0.18306 2.71998 -0.43692
O 4.79916 -0.56792 -2.80593
O 1.70110 1.44932 0.66992
C -0.20186 1.06757 2.94994
C -1.45422 3.42839 -0.49550
C 0.42142 2.31524 3.53043
C -2.62273 2.49281 -0.71283
C -2.04846 -2.43666 1.23015
C -2.97601 -1.79226 0.22215
C 2.04414 -3.17398 -2.12487
C 0.54005 -3.12303 -2.24125
C -1.39427 0.57162 3.73115
C 4.78417 1.91567 -2.02628
C -0.16559 0.02794 -0.68746
C 0.04651 -2.24683 -3.37007
C -1.94457 -3.93994 1.09147
C -1.60237 4.30697 0.72694
Li 2.70991 -0.01716 0.17792
H 0.46147 -1.24239 -3.30432
H 0.54368 0.27466 2.84878
H -2.75329 1.81433 0.13011
H -2.91330 -4.38042 1.33273
H 0.13829 -4.13233 -2.35313
H -1.04170 -2.18910 -3.38036
H -1.20720 -4.33760 1.78593
H -2.45430 4.97510 0.59425
H -3.97862 -2.20333 0.34185
H 0.37624 -2.66992 -4.31888
H -1.32489 4.04950 -1.38389
H 1.25146 2.66418 2.92138
H -2.15493 1.35019 3.80432
H 2.47285 -2.17625 -2.08016
H -3.53336 3.08682 -0.80196
H 2.35767 -3.73695 -1.24965
H -0.70919 4.91154 0.87178
H 2.44584 -3.66202 -3.01407
H 0.44302 0.15061 -1.58676
H -2.40491 -2.20132 2.23561
H 0.80044 2.09757 4.53025
H -0.32254 3.10869 3.61718
H -2.65521 -1.99433 -0.79958
H -1.77278 3.70604 1.61861
H -1.82942 -0.30377 3.25336
H -3.03407 -0.71588 0.37821
H -1.22185 0.05410 -0.95161
H -1.08771 0.29764 4.74050
H -2.50931 1.91814 -1.63062
H -1.67262 -4.23375 0.08055

Computed properties:
E_tot   -2616.98318 Ha
Max |F|   0.46 eV Å⁻¹
Energy relative to the best compared isomer or geometry (same formula, charge and spin)   0.0 kcal/mol
Molar mass   500.3 u